(1)
{"formula": "C34H57N3O3PdSi", "method": "wB97M-V/def2-TZVPD", "species": ["O", "O", "C", "C", "H", "H", "H", "H", "H", "C", "C", "H", "H", "H", "H", "H", "C", "C", "C", "H", "H", "H", "H", "H", "C", "H", "H", "H", "H", "H", "H", "N", "C", "C", "C", "C", "H", "H", "H", "C", "H", "H", "H", "N", "C", "C", "C", "C", "H", "C", "H", "C", "H", "C", "C", "C", "C", "C", "C", "H", "C", "H", "C", "H", "C", "C", "Pd", "H", "H", "H", "H", "H", "H", "H", "H", "H", "H", "H", "H", "H", "C", "Si", "H", "H", "C", "C", "C", "H", "H", "H", "H", "H", "H", "H", "H", "H", "O", "C", "N"], "xyz": [[0.389, -2.747, -1.752], [-1.088, -1.966, -3.489], [1.755, -2.758, -2.382], [2.747, -3.399, -1.445], [1.966, -1.698, -2.572], [1.678, -3.299, -3.336], [2.840, -2.837, -0.503], [3.725, -3.381, -1.941], [2.500, -4.451, -1.238], [-0.247, -4.102, -1.536], [-0.200, -4.937, -2.791], [-1.269, -3.856, -1.222], [0.307, -4.547, -0.701], [-0.594, -4.387, -3.660], [-0.827, -5.823, -2.636], [0.820, -5.283, -3.015], [-2.500, -1.850, -3.161], [-0.524, -1.361, -4.676], [-3.244, -3.082, -3.628], [-2.890, -0.924, -3.611], [-2.545, -1.753, -2.065], [-3.146, -3.201, -4.716], [-4.307, -2.977, -3.388], [-2.871, -3.991, -3.128], [-0.928, -2.139, -5.911], [0.568, -1.389, -4.540], [-0.831, -0.303, -4.718], [-0.728, -3.216, -5.783], [-0.345, -1.784, -6.769], [-1.993, -1.987, -6.136], [-0.250, -2.281, -2.456], [1.668, 1.024, 2.238], [1.483, 2.316, 2.489], [0.303, 3.072, 2.219], [-1.029, 2.748, 1.857], [2.678, 3.086, 3.059], [3.482, 3.205, 2.305], [3.084, 2.510, 3.905], [2.369, 4.083, 3.411], [-2.041, 3.875, 1.640], [-2.872, 3.822, 2.366], [-2.485, 3.806, 0.630], [-1.566, 4.857, 1.739], [-1.546, 1.514, 1.746], [2.945, 0.383, 2.417], [3.912, 0.226, 1.371], [3.772, 0.927, 0.051], [5.088, -0.508, 1.593], [5.852, -0.552, 0.812], [5.340, -1.185, 2.806], [6.249, -1.742, 2.980], [4.378, -1.074, 3.811], [4.471, -1.635, 4.748], [3.293, -0.209, 3.670], [2.440, -0.108, 4.875], [-2.874, 1.205, 2.111], [-3.857, 0.870, 1.142], [-3.636, 1.166, -0.313], [-5.090, 0.358, 1.570], [-5.877, 0.193, 0.830], [-5.341, 0.072, 2.926], [-6.289, -0.385, 3.237], [-4.337, 0.392, 3.875], [-4.420, 0.019, 4.887], [-3.221, 1.144, 3.485], [-2.210, 1.620, 4.458], [-0.007, 0.047, 1.314], [3.725, 0.221, -0.793], [4.648, 1.568, -0.144], [2.874, 1.549, 0.026], [1.749, 0.745, 4.917], [3.067, -0.220, 5.779], [1.801, -0.979, 4.850], [-4.234, 0.487, -0.939], [-2.580, 1.068, -0.594], [-3.952, 2.200, -0.532], [-1.232, 1.433, 4.003], [-2.249, 0.999, 5.341], [-2.253, 2.693, 4.730], [0.438, 4.154, 2.352], [0.289, 0.481, -0.789], [0.408, 2.181, -1.735], [1.221, -0.080, -0.971], [-0.565, -0.090, -1.215], [1.664, 1.991, -3.143], [1.016, 3.710, -0.831], [-1.250, 2.675, -2.486], [-1.765, 1.821, -2.946], [-1.087, 3.427, -3.274], [-1.921, 3.125, -1.741], [2.595, 1.517, -2.800], [1.925, 2.987, -3.535], [1.259, 1.401, -3.977], [1.862, 3.503, -0.167], [0.217, 4.183, -0.247], [1.355, 4.450, -1.575], [-0.426, -0.793, 5.562], [-0.358, -0.868, 4.358], [-0.316, -0.970, 3.161]], "mulliken_charge": [-0.024, -0.162, -0.163, -1.540, 0.247, 0.447, 0.316, 0.437, 0.381, -0.387, -0.929, 0.411, 0.513, 0.011, 0.442, 0.296, -0.173, 0.016, -1.229, 0.408, 0.174, 0.259, 0.452, 0.211, -1.366, 0.228, 0.157, 0.261, 0.418, 0.332, 0.378, 1.733, 0.284, -1.409, 1.196, -1.602, 0.243, 0.281, 0.533, -1.737, 0.417, 0.135, 0.503, 1.472, -0.911, 1.272, -1.031, -0.552, 0.411, -0.868, 0.413, -0.562, 0.417, 1.122, -2.189, -0.493, 0.467, -0.655, -0.755, 0.417, -0.677, 0.357, -1.029, 0.400, 1.390, -0.934, -0.003, 0.319, 0.443, -0.655, 0.283, 0.511, 0.421, 0.421, -0.540, 0.313, -0.431, 0.507, 0.218, 0.127, 0.210, 0.508, -0.152, -0.071, -1.084, -1.064, -0.900, 0.069, 0.406, 0.228, 0.223, 0.356, 0.232, 0.195, 0.225, 0.548, -0.715, 0.849, -0.878], "e_lumo_ha": [-0.009, -0.009], "s2": 2.010, "spin_multiplicity": 3, "orbital_gap_ev": [5.8, 6.2]}

---

(2)
{"formula": "C34H58Br2O27", "method": "wB97M-V/def2-TZVPD", "species": ["C", "C", "C", "O", "C", "O", "O", "H", "H", "H", "H", "H", "H", "C", "C", "C", "O", "C", "O", "O", "H", "H", "H", "H", "H", "H", "C", "C", "C", "O", "C", "O", "O", "H", "H", "H", "H", "H", "H", "C", "C", "C", "O", "C", "O", "O", "H", "H", "H", "H", "H", "H", "C", "C", "C", "O", "C", "O", "O", "H", "H", "H", "H", "H", "H", "C", "C", "C", "O", "C", "O", "O", "H", "H", "H", "H", "H", "H", "C", "C", "C", "O", "C", "O", "O", "H", "H", "H", "H", "H", "H", "C", "C", "C", "O", "C", "O", "O", "H", "H", "H", "H", "H", "H", "Br", "C", "C", "Br", "H", "H", "H", "H", "O", "H", "H", "O", "H", "H", "O", "H", "H"], "xyz": [[9.226, 8.983, -14.503], [9.145, 10.563, -14.865], [7.840, 11.120, -15.465], [7.554, 12.187, -14.637], [8.549, 12.318, -13.697], [8.583, 13.221, -12.897], [9.433, 11.312, -13.752], [8.570, 8.364, -15.114], [8.908, 8.913, -13.463], [10.222, 8.617, -14.751], [9.983, 10.973, -15.429], [7.076, 10.372, -15.252], [7.932, 11.298, -16.537], [13.886, 19.853, -13.779], [12.584, 19.137, -13.464], [12.166, 19.076, -11.980], [11.440, 20.294, -11.959], [10.952, 20.582, -13.188], [10.122, 21.446, -13.492], [11.524, 19.885, -14.052], [13.815, 20.827, -13.294], [14.053, 20.022, -14.842], [14.706, 19.278, -13.348], [12.719, 18.169, -13.946], [12.923, 18.941, -11.208], [11.401, 18.331, -11.762], [15.532, 16.089, -17.733], [16.854, 16.510, -17.055], [16.778, 17.128, -15.724], [17.766, 16.415, -15.001], [17.972, 15.245, -15.525], [18.638, 14.318, -14.973], [17.525, 15.286, -16.809], [15.599, 15.493, -18.643], [14.906, 16.924, -18.049], [15.006, 15.387, -17.086], [17.391, 17.259, -17.637], [15.869, 16.739, -15.265], [16.768, 18.216, -15.784], [12.669, 15.013, -14.852], [11.570, 14.684, -13.721], [11.925, 13.654, -12.808], [11.298, 14.098, -11.619], [11.178, 15.419, -11.712], [11.039, 16.165, -10.763], [11.483, 15.761, -12.886], [13.591, 15.308, -14.352], [12.297, 15.883, -15.394], [12.606, 14.190, -15.564], [10.645, 14.401, -14.223], [12.997, 13.461, -12.845], [11.396, 12.738, -13.073], [10.152, 10.442, -8.856], [10.293, 9.693, -10.240], [11.633, 9.687, -10.944], [12.002, 8.347, -11.305], [10.945, 7.589, -11.010], [10.841, 6.421, -11.281], [10.118, 8.342, -10.243], [9.266, 10.400, -8.222], [10.167, 11.461, -9.241], [11.025, 10.328, -8.213], [9.582, 10.106, -10.956], [12.471, 10.181, -10.453], [11.414, 10.218, -11.871], [15.274, 19.568, -9.098], [15.596, 18.121, -9.509], [14.446, 17.192, -9.252], [14.566, 16.202, -10.235], [15.284, 16.696, -11.215], [15.544, 16.209, -12.327], [15.667, 17.950, -10.927], [16.230, 20.084, -9.017], [15.076, 19.669, -8.031], [14.473, 19.998, -9.701], [16.535, 17.754, -9.095], [13.508, 17.737, -9.358], [14.508, 16.761, -8.252], [13.937, 11.731, -17.736], [13.157, 10.812, -16.785], [13.337, 9.250, -17.092], [13.525, 8.708, -15.775], [13.957, 9.619, -15.004], [14.174, 9.412, -13.784], [13.850, 10.856, -15.581], [13.578, 11.543, -18.747], [15.000, 11.520, -17.846], [13.882, 12.802, -17.541], [12.145, 11.126, -16.529], [14.240, 8.984, -17.642], [12.520, 8.848, -17.692], [11.017, 14.871, -18.254], [11.318, 14.413, -19.704], [11.937, 15.433, -20.552], [13.043, 14.815, -21.205], [13.440, 13.855, -20.422], [14.560, 13.388, -20.324], [12.398, 13.476, -19.605], [10.708, 14.077, -17.574], [10.356, 15.738, -18.268], [12.027, 15.092, -17.909], [10.568, 13.857, -20.266], [12.236, 16.313, -19.982], [11.251, 15.765, -21.332], [7.320, 16.396, -16.710], [7.458, 17.423, -14.974], [8.411, 16.672, -14.061], [8.782, 17.925, -12.581], [6.418, 17.553, -14.672], [7.879, 18.404, -15.195], [9.369, 16.394, -14.500], [7.920, 15.798, -13.634], [15.334, 13.282, -13.893], [15.420, 14.046, -13.322], [16.192, 13.198, -14.311], [11.660, 14.849, -8.199], [11.719, 14.511, -9.093], [12.522, 15.227, -8.028], [14.715, 12.154, -11.490], [15.270, 11.373, -11.480], [14.717, 12.438, -12.404]], "mulliken_charge": [-1.138, 0.849, -0.477, -0.348, 0.307, -0.511, -0.071, 0.446, 0.306, 0.250, -0.386, 0.374, 0.291, -1.394, 1.504, 1.292, -0.421, 0.593, -0.650, -0.398, 0.383, 0.308, 0.234, -0.478, -0.698, -0.483, -1.102, 0.396, 0.241, -0.324, 0.615, -0.625, -0.336, 0.407, 0.475, -0.054, 0.254, -0.336, 0.396, -0.966, 0.153, 2.915, -0.228, -0.122, -0.616, 0.546, -0.218, 0.562, 0.228, -0.118, -1.737, -0.237, -1.326, 0.873, 0.298, -0.333, 0.587, -0.583, -0.448, 0.356, 0.293, 0.346, -0.032, 0.330, -0.312, -1.448, 0.261, -0.580, -0.210, 0.490, -0.508, -0.307, 0.395, 0.395, 0.290, 0.482, 0.370, 0.446, -1.300, 1.283, -0.496, -0.342, 0.457, -0.597, -0.044, 0.448, 0.377, -0.007, -0.494, 0.307, 0.375, -0.631, 0.313, -0.569, -0.361, 0.677, -0.530, -0.226, 0.210, 0.333, -0.135, 0.368, 0.257, 0.355, -0.243, -0.605, -0.042, -0.102, 0.423, 0.397, -0.123, 0.331, -0.322, 0.187, 0.114, -0.629, 0.308, 0.286, -0.562, 0.275, 0.303], "e_lumo_ha": -0.012, "orbital_gap_ev": 9.9, "smiles": "C[C@H]1COC(=O)O1.C[C@H]1COC(=O)O1.C[C@H]1COC(=O)O1.C[C@H]1COC(=O)O1.C[C@H]1COC(=O)O1.C[C@H]1COC(=O)O1.C[C@H]1COC(=O)O1.C[C@H]1COC(=O)O1.BrCCBr.O.O.O"}